Record 1
Density functional theory data (the ωB97M-V functional and the def2-TZVPD basis) for C23H45N4O2P3Pt as an isolated structure in a non-equilibrium geometry.

```
78
Properties=species:S:1:pos:R:3
P 2.89053 -0.40244 -0.73984
C 3.80644 -0.57812 0.83429
H 4.77956 -1.04516 0.59992
H 3.23538 -1.18167 1.56438
H 3.94142 0.43493 1.24787
C 3.23533 -1.98314 -1.57823
H 3.01080 -1.92381 -2.65487
H 2.58806 -2.76323 -1.14208
H 4.29617 -2.22831 -1.40673
C 3.93841 0.80113 -1.63697
H 4.89693 0.31503 -1.87371
H 4.09246 1.68211 -0.99564
H 3.42398 1.11400 -2.55719
P -1.19291 3.08481 -1.29569
C -1.16227 4.04972 0.24379
H -1.53803 5.05606 0.00017
H -0.13039 4.12763 0.61493
H -1.78883 3.60752 1.02829
C -0.01629 3.94112 -2.33845
H -0.02042 3.53081 -3.35139
H 0.98973 3.82159 -1.91477
H -0.29867 5.00259 -2.34862
C -2.85887 3.21035 -1.97628
H -3.04621 4.26282 -2.21841
H -3.58842 2.86066 -1.23256
H -2.94426 2.58609 -2.87395
P -2.17660 -1.47655 -0.86571
C -2.93800 -1.76962 0.76477
H -3.26460 -2.82063 0.82931
H -3.80229 -1.10885 0.91409
H -2.21230 -1.55375 1.56774
C -3.58366 -1.43320 -2.00621
H -4.27282 -2.24808 -1.74800
H -3.25079 -1.52206 -3.04530
H -4.08725 -0.46437 -1.88735
C -1.16824 -2.95129 -1.14446
H -1.82863 -3.82809 -1.21975
H -0.46700 -3.07270 -0.30684
H -0.59204 -2.82773 -2.06752
Pt -0.82616 0.65768 -1.35636
C 0.87410 1.13800 -0.44738
O 1.45081 1.88519 0.27923
C -1.74067 0.94515 0.32542
O -2.42958 1.27993 1.20817
C -1.53690 0.12485 -3.89884
C -0.89500 -1.11991 -3.74972
C 0.49135 -1.18132 -3.59328
C 1.25832 -0.01591 -3.68765
C 0.64159 1.21914 -3.87611
C -0.75970 1.30001 -3.98784
H -2.57231 0.15951 -4.24077
H -1.43772 -2.04629 -3.97019
H 1.00360 -2.14975 -3.63537
H 2.33923 -0.10656 -3.86025
H 1.26683 2.07147 -4.15961
H -1.22012 2.19327 -4.41404
C -0.21522 0.54368 3.27499
N -0.66384 -0.76689 2.74959
C -1.26644 -1.53587 3.88311
N -0.31045 -1.72418 4.98104
C 0.10126 -0.38261 5.45938
N 0.75098 0.43521 4.39686
C 1.91951 -0.33558 3.90931
N 1.52995 -1.66018 3.35397
C 0.52892 -1.48540 2.28309
C 0.88680 -2.43276 4.45199
H -1.10090 1.07010 3.65044
H 0.27668 1.09515 2.45954
H -1.57560 -2.52376 3.52318
H -2.12149 -0.95735 4.25602
H 0.82266 -0.53006 6.27826
H -0.79945 0.15469 5.78848
H 2.42215 0.24749 3.12265
H 2.60365 -0.51332 4.75523
H 0.22445 -2.47678 1.91113
H 0.97947 -0.90914 1.45409
H 1.61190 -2.55323 5.26642
H 0.59196 -3.41981 4.07279
```

Computed properties:
**HOMO energy (spin up / spin down)**: -18.76 / -20.15 eV
**Spin multiplicity**: 5
**LUMO level (spin up / spin down)**: -11.317 / -15.162 eV
**Gap between HOMO and LUMO (spin up / spin down)**: 0.2736 / 0.1835 Eh
**Largest force on an atom**: 6.66 eV/Å
**Charge**: +4

Quick look at the Mulliken charges, all values in e: 0.97 -1.10 0.56 0.31 0.32 -1.39 0.39 0.38 0.54 -1.21 0.46 0.40 0.29 0.26 -1.09 0.52 0.37 0.38 -1.20 0.32 0.30 0.56 -1.21 0.49 0.40 0.27 0.85 -0.54 0.57 0.47 -0.14 -1.23 0.52 0.34 0.36 -0.91 0.55 0.10 0.11 2.74 -1.25 -0.26 0.31 -0.40 -0.71 -0.84 -0.24 -0.79 -0.81 -1.32 0.60 0.78 0.69 1.16 0.63 0.79 -0.86 0.05 -0.69 0.43 -0.65 0.21 -0.55 0.19 0.55 -0.67 0.46 0.19 0.37 0.33 0.39 0.38 0.11 0.40 0.50 -1.33 0.41 0.35

=====

Record 2
Density functional theory data (the ωB97M-V functional and the def2-TZVPD basis) for C41H38AsMnN2O9P2 as an isolated structure.

```
94
Properties=species:S:1:pos:R:3
Mn 0.09306 0.41673 -0.59108
C 2.21035 -3.58981 0.16022
C 2.69377 -2.51506 -0.80183
O 3.98255 -2.89654 -1.30604
P 2.94730 -0.94749 0.09314
O 3.67121 0.05050 -0.88980
O 4.11075 -1.29344 1.13443
O 1.73980 -0.44599 0.79533
P 1.42886 -2.21400 -2.14311
O 2.36140 -2.39941 -3.47376
O 0.37949 -3.26020 -2.12847
O 1.09679 -0.74721 -2.06636
H 2.96436 -3.77415 0.92682
H 2.01440 -4.50790 -0.39177
H 1.28076 -3.28315 0.63862
H 4.00842 -2.64110 -2.23834
H 3.06597 0.70132 -1.30186
H 4.88278 -1.64124 0.66756
H 2.08933 -3.21603 -3.90796
C -1.09507 -5.79052 2.49186
C -1.93165 -5.70256 1.38900
C -2.12643 -4.48296 0.75189
C -1.48503 -3.34109 1.21447
C -0.63850 -3.43818 2.31758
C -0.44692 -4.65326 2.95633
As -1.65632 -1.56467 0.41011
C -3.10413 -1.83009 -0.86353
C -2.86921 -2.60406 -1.99828
C -3.84993 -2.72360 -2.97306
C -5.05921 -2.05612 -2.83550
C -5.28333 -1.26228 -1.72078
C -4.31036 -1.14766 -0.73850
C -2.63602 -0.75596 1.89504
C -2.35118 0.55563 2.25522
C -3.03794 1.15603 3.30493
C -4.00640 0.44870 3.99872
C -4.28892 -0.86727 3.64780
C -3.60522 -1.46555 2.60172
H -0.94407 -6.74246 2.98576
H -2.43619 -6.58702 1.01949
H -2.78126 -4.42408 -0.10778
H -0.12176 -2.55232 2.67427
H 0.21263 -4.71435 3.81323
H -1.90596 -3.08411 -2.13273
H -3.65851 -3.32583 -3.85289
H -5.81671 -2.13896 -3.60556
H -6.20981 -0.71015 -1.62244
H -4.48468 -0.49764 0.10868
H -1.59336 1.11737 1.72322
H -2.81113 2.18054 3.57318
H -4.54242 0.91798 4.81484
H -5.04233 -1.42514 4.19057
H -3.82366 -2.49239 2.33019
C -3.98293 2.47637 -2.62366
C -3.31041 1.42729 -3.23682
C -2.19015 0.87063 -2.63012
C -1.68454 1.32254 -1.39937
C -2.38623 2.39208 -0.82216
C -3.51172 2.96166 -1.41108
H -4.86146 2.91176 -3.08727
H -3.66490 1.03662 -4.18541
H -1.69657 0.04417 -3.13689
H -2.04326 2.81047 0.12168
H -4.01726 3.78827 -0.92126
O 3.30449 3.03226 -2.19571
C 2.49812 3.19383 -1.30320
N 2.30934 4.40262 -0.62576
C 1.51443 4.17933 0.57310
C 1.07303 2.72828 0.30623
O 0.27476 2.11267 1.02298
N 1.64007 2.23664 -0.79166
C 0.25405 5.02704 0.64253
C -0.23566 5.66991 -0.48616
C -1.45172 6.33875 -0.44040
C -2.19066 6.36569 0.73167
C -1.70781 5.71745 1.86160
C -0.49394 5.05096 1.81729
C 2.38012 4.27486 1.82160
C 2.70769 5.53209 2.32449
C 3.56546 5.65858 3.40572
C 4.10152 4.52495 4.00256
C 3.77337 3.27066 3.51140
C 2.91611 3.14261 2.42606
H 3.11109 5.01155 -0.58088
H 0.33190 5.62314 -1.40577
H -1.82939 6.82351 -1.33180
H -3.14403 6.87822 0.76421
H -2.28443 5.72212 2.77850
H -0.12905 4.52676 2.69163
H 2.27348 6.41504 1.86917
H 3.81168 6.64210 3.78649
H 4.76853 4.62027 4.85026
H 4.18102 2.38070 3.97385
H 2.65699 2.15476 2.06385
```

Computed properties:
**HOMO energy (spin up / spin down)**: -4.38 / -5.62 eV
**Spin multiplicity**: 6
**LUMO level (spin up / spin down)**: 2.571 / 2.569 eV
**ΔE to the lowest compared entry with this formula, charge and spin**: 0.0 kcal per mole
**Gap between HOMO and LUMO (spin up / spin down)**: 0.2554 / 0.3010 Eh
**Largest force on an atom**: 0.36 eV/Å
**Charge**: -1

Quick look at the Mulliken charges, all values in e: 1.47 -1.97 1.25 -0.67 0.85 -0.71 -0.63 -0.89 0.71 -0.60 -0.91 -0.94 0.38 0.40 0.52 0.48 0.48 0.37 0.31 -0.51 -0.61 -0.11 0.35 -0.59 -0.56 1.12 0.52 -0.28 -0.64 -0.55 -0.72 -0.71 -0.54 -0.20 -0.87 -0.45 -0.80 0.07 0.36 0.39 0.34 0.33 0.40 0.50 0.40 0.36 0.38 0.38 0.32 0.51 0.37 0.40 0.46 -0.56 -0.66 0.23 -0.47 0.97 -0.88 0.34 0.43 0.27 0.26 0.46 -0.75 0.06 -0.20 4.22 -0.35 -0.93 -1.10 -1.15 -0.32 -0.87 -0.38 -0.85 0.05 -0.39 -0.13 -0.91 -0.40 -1.13 -0.15 0.33 0.39 0.39 0.41 0.38 0.44 0.45 0.39 0.38 0.46 0.56

=====

Record 3
Density functional theory data (the ωB97M-V functional and the def2-TZVPD basis) for a 11-piece molecular cluster, C45H53F13NO33S2 overall in a non-equilibrium geometry.

```
147
Properties=species:S:1:pos:R:3
C 1.05512 -1.20178 0.81753
C 1.99199 -0.27688 1.36599
C 2.92802 1.00331 1.82512
S 4.41341 0.08233 2.59780
C 4.59152 -0.88973 0.96294
C 5.10319 -2.45251 0.80201
F 5.48145 -2.93439 2.15838
F 6.15312 -2.62101 -0.22938
F 3.87016 -3.23688 0.42197
N 4.20143 -0.02293 -0.06485
C 3.72427 1.36863 0.40191
C 2.72757 1.76477 -0.88127
C 1.97450 3.20940 -0.69895
C 0.68724 3.20134 0.31625
C -0.34449 1.94163 0.12269
C -1.94674 2.40882 0.01300
C -2.80882 0.99938 0.27189
C -4.30768 1.02501 -0.40360
O -5.05018 -0.21262 -0.11652
C -4.60086 -1.29412 -1.02509
C 5.00035 2.40185 0.46608
S 6.43808 1.80082 -0.62816
O 7.42659 2.93685 -1.01665
O 7.28517 0.68380 0.03948
H 0.46844 -1.94397 0.09168
H 2.45106 1.88200 2.43307
H 4.20006 -0.24875 -1.09947
H 3.47386 1.88947 -1.80458
H 2.01000 0.87944 -1.17388
H 2.69947 4.10180 -0.40854
H 1.55048 3.49945 -1.77664
H 1.10259 3.29516 1.40993
H 0.06684 4.19243 0.08164
H -0.29353 1.30945 1.13405
H -0.10087 1.30774 -0.83161
H -2.11143 3.11730 0.95646
H -2.20451 2.92145 -1.00705
H -2.17248 0.14841 -0.26652
H -2.80999 0.69032 1.42411
H -4.91295 1.92181 0.05655
H -4.20951 1.21632 -1.56377
H -4.40519 -0.91331 -2.13749
H -5.41926 -2.14633 -1.06977
H -3.56880 -1.74225 -0.65011
H 4.73974 3.49117 0.05817
H 5.43768 2.57188 1.54801
H 5.94952 1.27301 -1.85977
C 10.36846 1.90656 -0.51875
C 11.18605 2.77628 -1.41140
O 12.01860 3.47753 -0.51587
C 12.18268 2.63943 0.54589
O 13.04875 2.77149 1.39462
O 11.26249 1.62716 0.53983
F 10.40657 3.67168 -2.05820
H 9.48500 2.41806 -0.12218
H 10.04796 0.98626 -1.01445
H 11.80085 2.22731 -2.13263
C -8.48696 -2.61796 -4.72971
C -8.65543 -2.23236 -3.29980
O -7.62459 -2.93629 -2.64502
C -6.63521 -3.06108 -3.57359
O -5.48378 -3.36552 -3.31015
O -7.08878 -2.79570 -4.83665
F -9.84118 -2.66888 -2.81908
H -8.99222 -3.55749 -4.97747
H -8.83681 -1.84044 -5.41415
H -8.54763 -1.15936 -3.10858
C -4.91673 -0.11430 -6.92600
C -6.05253 0.85080 -6.91109
O -6.63165 0.65855 -5.64045
C -5.60491 0.25621 -4.84008
O -5.64731 0.25516 -3.62103
O -4.51769 -0.13916 -5.57024
F -6.97038 0.52993 -7.85038
H -5.21996 -1.12071 -7.23355
H -4.09757 0.21733 -7.56975
H -5.75310 1.89816 -7.02460
C -0.73968 -3.00128 -4.38599
C -0.69942 -2.05519 -5.53708
O -1.71424 -1.12485 -5.23462
C -1.77540 -1.09688 -3.87368
O -2.33338 -0.22274 -3.23148
O -1.12800 -2.16465 -3.31492
F -1.02661 -2.68286 -6.68888
H -1.48384 -3.79431 -4.51525
H 0.23294 -3.46124 -4.19145
H 0.25580 -1.53262 -5.65537
C 4.54689 -4.32309 5.06260
C 4.58672 -5.72691 5.56201
O 3.68858 -5.71582 6.64834
C 2.77562 -4.75127 6.34369
O 1.69602 -4.63103 6.89856
O 3.21406 -3.93874 5.33421
F 5.81658 -6.03779 6.02941
H 5.23256 -3.66167 5.60275
H 4.76413 -4.25577 3.99317
H 4.26700 -6.47383 4.82756
C 11.13950 4.71275 3.03341
C 11.26579 5.92001 3.89843
O 10.26014 6.78006 3.41275
C 9.29318 5.95410 2.92342
O 8.15390 6.30880 2.67023
O 9.75358 4.67655 2.75796
F 12.46354 6.52013 3.71700
H 11.69400 4.80513 2.09353
H 11.46193 3.80059 3.54272
H 11.10260 5.72761 4.96420
C -7.75977 -5.42993 -0.79823
C -6.58258 -5.97302 -0.06271
O -6.93442 -7.31696 0.17587
C -7.75672 -7.65672 -0.85615
O -8.04625 -8.80430 -1.15128
O -8.21195 -6.55418 -1.52594
F -6.43154 -5.35422 1.12975
H -8.55587 -5.08660 -0.12909
H -7.48881 -4.61109 -1.47014
H -5.64391 -5.93249 -0.62553
C -7.75311 -9.03833 2.67025
C -7.71328 -10.44214 3.16966
O -8.61142 -10.43105 4.25599
C -9.52438 -9.46650 3.95134
O -10.60398 -9.34626 4.50622
O -9.08594 -8.65397 2.94187
F -6.48342 -10.75302 3.63706
H -7.06744 -8.37690 3.21041
H -7.53587 -8.97100 1.60083
H -8.03300 -11.18906 2.43522
C 2.89597 7.90787 2.70383
C 3.73221 6.74485 2.29178
O 2.95891 6.12065 1.29215
C 2.23296 7.12544 0.72641
O 1.65604 7.03383 -0.34441
O 2.23636 8.25231 1.50206
F 3.88702 5.87544 3.31541
H 2.15216 7.64666 3.46403
H 3.49762 8.74241 3.07390
H 4.71094 7.01811 1.88320
C -5.36488 6.16067 1.98177
C -3.89830 6.27035 2.22427
O -3.36381 5.17816 1.51130
C -4.22950 4.97035 0.47976
O -3.97185 4.29849 -0.50517
O -5.42026 5.61348 0.67966
F -3.61249 6.10412 3.53513
H -5.86046 5.48051 2.68261
H -5.86664 7.13130 2.02079
H -3.45160 7.20174 1.86029
```

Computed properties:
**HOMO energy**: -10.55 eV
**Spin multiplicity**: 1
**LUMO level**: -6.049 eV
**ΔE to the lowest compared entry with this formula, charge and spin**: 290.7 kcal per mole
**Gap between HOMO and LUMO**: 0.1653 Eh
**Largest force on an atom**: 10.18 eV/Å
**Charge**: +1

Here are the Mulliken charges for atoms 1 to 99, given in e: -0.69 -0.02 0.63 -0.02 0.17 0.55 -0.18 -0.18 -0.22 0.08 -0.15 -0.63 -0.46 -0.33 0.08 -0.16 -0.22 0.19 -0.47 0.54 -0.81 0.93 -0.60 -0.55 0.33 0.58 0.40 0.30 0.30 0.05 0.31 0.00 0.37 -0.05 -0.11 0.05 0.34 0.03 0.20 -0.03 0.09 -0.30 -0.23 0.12 0.25 0.46 0.14 -0.02 0.29 -0.28 0.62 -0.55 -0.32 -0.27 0.00 0.25 0.28 -0.47 0.35 -0.33 0.71 -0.54 -0.34 -0.31 0.32 0.29 0.22 -0.51 0.29 -0.31 0.35 -0.44 0.06 -0.30 0.27 0.29 0.28 -0.48 0.35 -0.23 0.59 -0.47 -0.24 -0.30 0.30 0.25 0.25 -0.19 0.32 -0.28 0.59 -0.53 -0.24 -0.28 0.24 0.05 0.30 -0.30 0.29